Entry 1:
60
Properties=species:S:1:pos:R:3:forces:R:3:lowdin_charge:R:1 method="wB97M-V/def2-TZVPD" total_charge=+1 spin_multiplicity=1 lumo_energy_ha=-0.1316 homo_energy_ha=-0.38923
C 3.659767 -2.212311 1.143257 0.4 1.1 -0.4 -0.055
C 4.544631 -1.846834 -0.071137 -0.7 -0.5 0.3 -0.173
C 4.004844 -2.258268 -1.440163 0.8 -0.6 -0.3 -0.311
C 3.557689 -3.693563 -1.463080 0.1 -0.1 -0.1 -0.028
N 2.977491 -1.341017 -2.008394 -0.2 0.1 1.5 0.074
C 3.323697 -0.053191 -2.086458 -0.1 -0.6 -0.7 -0.378
N 4.503961 0.270722 -2.499786 1.4 0.9 -0.2 0.292
N 2.352319 0.862216 -1.752176 -0.2 0.4 0.9 0.033
C 2.732254 1.379863 -0.379088 0.1 1.1 -0.7 -0.105
C 1.581462 1.722307 0.540136 1.1 2.1 -1.0 -0.800
O 0.877154 0.963800 1.045813 -0.9 -2.3 1.3 0.043
Br 1.318880 3.601391 0.918382 0.3 0.0 -0.2 0.796
C 1.148551 0.018808 -1.929152 1.3 -1.2 0.0 -0.082
C 1.660046 -1.335582 -1.391440 -2.5 0.5 -1.5 -0.232
P 0.402707 -2.609660 -1.873794 0.3 -0.6 1.0 0.386
O 0.085263 -3.411735 -0.721976 0.2 -1.1 2.0 -0.229
O -0.924784 -1.973357 -2.408547 -0.5 2.1 -0.1 -0.090
O 0.958209 -3.425129 -3.091046 0.1 0.4 -0.7 -0.085
H 4.198832 -2.856750 1.810255 0.0 -0.5 0.3 0.082
H 2.694798 -2.605017 0.883447 -0.3 -0.5 0.0 0.058
H 3.460715 -1.303172 1.692579 -0.1 0.3 0.4 0.068
H 4.800269 -0.799103 -0.046185 0.1 0.4 -0.1 0.084
H 5.481612 -2.365562 0.044083 0.4 -0.2 -0.1 0.119
H 4.847560 -2.226305 -2.114701 0.2 0.2 -0.4 0.131
H 4.414894 -4.321286 -1.285815 0.4 -0.2 0.2 0.102
H 3.186990 -3.964826 -2.433605 -0.3 -0.1 -0.3 0.079
H 2.839144 -3.926037 -0.695461 -0.5 -0.1 0.1 0.076
H 5.064974 -0.377485 -3.019103 0.3 -0.4 0.2 0.149
H 4.909205 1.172726 -2.328384 -0.2 0.4 -0.3 0.154
H 3.418919 0.737572 0.157422 -0.1 -0.6 0.3 0.114
H 3.269689 2.298139 -0.541574 0.2 0.3 -0.2 0.097
H 0.216638 0.337410 -1.527328 -0.4 0.7 0.4 0.123
H 1.102231 -0.144129 -2.994151 -0.6 0.5 -0.5 0.137
H 1.595240 -1.232290 -0.318029 0.6 -0.6 0.5 0.122
H -1.380982 -1.469717 -1.680882 0.0 -0.7 -0.7 0.109
H 0.350722 -4.175558 -3.172388 0.1 -0.3 -0.4 0.116
C -6.639655 2.332214 1.815925 0.1 0.0 -0.2 -0.108
O -5.574398 3.130625 1.329411 -0.1 -0.2 0.2 -0.194
C -4.716957 3.637077 2.343299 0.2 0.4 -0.2 -0.215
C -3.357180 2.976462 2.282945 -0.1 -0.3 0.0 -0.213
N -3.428302 1.580388 2.697479 0.1 0.1 -0.2 -0.043
C -2.223034 0.809824 2.418627 -0.3 -0.1 0.2 -0.186
C -1.801580 0.643835 0.964771 0.1 -0.3 0.0 -0.244
O -2.676696 -0.157434 0.184228 0.0 0.1 -0.5 -0.192
C -3.814108 0.510746 -0.361005 0.1 -0.3 0.1 -0.078
H -7.322210 2.154315 0.987362 0.0 0.0 0.0 0.090
H -6.283593 1.362677 2.182090 -0.1 0.0 0.1 0.077
H -7.184899 2.844276 2.612151 0.0 0.0 0.1 0.090
H -5.163024 3.541478 3.336171 0.0 -0.1 0.0 0.125
H -4.587777 4.703809 2.141571 0.0 0.0 0.0 0.123
H -2.668618 3.510468 2.943962 0.0 0.0 0.0 0.124
H -2.992140 3.077508 1.250780 0.0 0.2 0.0 0.104
H -4.205006 1.138102 2.225635 -0.1 0.0 0.1 0.069
H -2.385842 -0.189051 2.829107 0.1 0.0 0.0 0.127
H -1.390735 1.248624 2.976534 0.0 0.1 0.0 0.120
H -0.852901 0.107871 0.966806 -0.5 -0.1 0.0 0.085
H -1.610421 1.604427 0.467213 -0.2 0.0 0.0 0.107
H -3.599941 1.553229 -0.601781 0.0 0.1 0.1 0.092
H -4.660760 0.449113 0.321981 -0.1 0.2 0.0 0.075
H -4.095816 -0.007652 -1.276791 0.0 0.0 0.0 0.088

=====

Entry 2:
65
Properties=species:S:1:pos:R:3:forces:R:3:lowdin_charge:R:1 method="wB97M-V/def2-TZVPD" total_charge=-1 spin_multiplicity=1 lumo_energy_ha=0.0827 homo_energy_ha=-0.19355
C 2.899389 -2.926620 1.631137 0.7 1.1 -0.4 -0.175
C 2.150538 -1.901753 0.559678 -0.9 -1.0 1.7 -0.690
Cl 3.311241 -1.702692 -0.906676 -1.0 0.0 1.2 0.439
C 0.650859 -2.470446 0.088650 1.4 -1.3 0.0 -0.348
P -0.472847 -0.952410 -0.386022 2.9 -0.2 0.0 0.295
S -0.294992 -1.225609 -2.548246 1.3 0.2 -2.3 0.456
C -2.096370 -1.930618 -0.633519 -2.8 -1.2 1.0 -0.285
C -3.377983 -1.364033 0.222941 -2.8 3.1 -1.7 -0.187
O -4.309303 -0.512769 -0.220779 5.3 -4.9 2.3 -0.116
O -0.574552 -0.771662 1.365932 -1.5 3.2 0.6 -0.367
C -1.060684 0.591097 1.761362 -1.9 0.7 -1.4 -0.201
C -0.621533 1.502636 0.445502 0.7 -1.7 0.6 -0.597
P -1.032610 3.378164 0.441763 -0.9 -0.6 0.9 0.814
P 0.940905 4.384412 0.251019 2.1 2.9 -3.1 0.510
O 0.812270 5.914117 -0.157757 0.5 -5.4 2.1 -0.432
O 1.764150 3.535146 -1.073385 -2.1 0.0 2.4 -0.282
O 1.954472 4.126095 1.673448 -2.3 -1.6 -2.2 -0.274
O -1.136437 0.664184 -0.687065 1.0 1.9 2.9 -0.413
H 2.127651 -3.355753 2.406729 1.6 0.8 -1.6 0.077
H 3.508210 -3.752518 1.060730 -1.5 1.4 1.2 0.067
H 3.712398 -2.253900 2.188636 -1.7 -1.6 -1.0 0.075
H 2.068998 -0.861595 1.135955 0.0 -2.2 -1.7 0.103
H 0.777543 -3.206774 -0.839265 -0.1 1.5 2.1 0.080
H 0.237751 -3.063860 1.008541 0.7 1.0 -1.6 0.077
H 0.811121 -0.299300 -0.559137 -0.4 0.3 0.7 -0.019
H 0.877725 -0.555123 -3.009280 -1.3 -0.8 1.0 -0.141
H -2.390216 -2.028363 -1.765122 0.4 0.4 2.3 0.050
H -1.887426 -3.030020 -0.223990 -0.5 2.3 -0.8 0.105
H -3.455063 -1.705954 1.362984 0.2 0.6 -2.3 0.127
H -2.247728 0.687868 1.738940 2.2 -0.7 0.0 0.114
H -0.803385 0.981338 2.833956 0.4 -1.0 -2.1 0.120
H 0.561738 1.532641 0.595109 -1.9 -0.5 -1.0 0.082
H -1.787815 3.751751 -0.761981 1.3 -0.5 0.6 -0.050
H 1.239799 2.706948 -1.318158 0.9 1.5 0.6 0.060
H 1.921282 3.140622 1.942618 0.1 2.0 -0.8 0.077
C 3.284044 -0.809480 7.646836 -0.1 0.3 0.2 -0.072
C 3.735824 -0.720034 6.199757 0.3 -0.3 0.4 -0.220
O 2.842581 0.100182 5.436498 0.1 1.1 -0.2 0.023
C 2.998930 1.439743 5.590269 0.2 0.0 0.4 -0.549
O 3.824822 1.988754 6.301823 -1.1 -0.7 -1.0 0.105
O 2.058674 2.062109 4.837846 0.8 -0.7 0.4 -0.014
C 2.051287 3.480879 4.982171 -0.1 0.7 0.0 -0.054
H 2.241697 -1.137862 7.705803 0.2 -0.1 -0.1 0.082
H 3.910495 -1.510672 8.205530 -0.1 0.0 -0.1 0.078
H 3.337586 0.166255 8.140023 0.1 -0.1 -0.1 0.074
H 3.711124 -1.718130 5.750474 -0.2 0.3 -0.2 0.123
H 4.766214 -0.354795 6.118209 -0.3 0.1 0.0 0.124
H 3.046025 3.904447 4.809507 -0.2 -0.1 0.2 0.102
H 1.683376 3.751116 5.976890 0.2 0.0 -0.1 0.100
H 1.367771 3.894863 4.235741 0.1 -0.3 0.1 0.081
C -2.992929 -0.866650 -9.104011 0.1 0.3 0.1 -0.075
C -3.636831 -1.899822 -8.196218 -0.1 0.1 -0.4 -0.227
O -3.059238 -1.857646 -6.885565 -0.4 0.4 0.5 0.020
C -3.493677 -0.851806 -6.084277 0.2 0.5 0.5 -0.551
O -4.323108 -0.006444 -6.379623 0.9 -1.1 0.2 0.097
O -2.824479 -0.932047 -4.908141 -0.8 -0.2 -1.5 -0.024
C -3.120022 0.129808 -4.003205 -0.2 0.5 0.8 -0.071
H -1.904676 -0.982731 -9.109318 -0.1 -0.1 -0.1 0.081
H -3.366444 -0.963764 -10.127391 0.0 0.0 0.1 0.074
H -3.201729 0.150553 -8.757804 -0.1 -0.2 0.0 0.075
H -3.445120 -2.901415 -8.594614 0.1 0.1 0.4 0.119
H -4.724817 -1.774873 -8.146951 0.2 0.1 0.1 0.122
H -4.198611 0.228958 -3.843387 0.2 0.0 -0.2 0.099
H -2.697176 1.066688 -4.379116 -0.2 -0.1 0.0 0.102
H -2.650689 -0.101433 -3.043003 0.0 -0.1 -0.4 0.022

=====

Entry 3:
62
Properties=species:S:1:pos:R:3:forces:R:3:lowdin_charge:R:1 method="wB97M-V/def2-TZVPD" spin_multiplicity=1 lumo_energy_ha=0.0102 homo_energy_ha=-0.31087
C -2.733693 -1.078246 3.486592 0.0 -0.4 -0.4 -0.060
C -1.416149 -1.820390 3.366046 -0.1 0.1 0.3 -0.252
O -1.497448 -2.825330 2.337697 0.0 0.5 0.1 -0.179
P -0.539221 -2.843426 1.073519 0.2 -0.8 -0.3 0.471
O -0.589917 -4.154734 0.416734 0.0 0.0 0.0 -0.260
C -1.013558 -1.556872 -0.082162 -0.4 0.4 0.4 -0.202
C -1.161623 -0.101181 0.394506 0.1 0.1 -0.4 -0.332
C -2.447779 0.581661 -0.098064 0.0 -0.2 0.1 -0.287
Si -2.309526 2.431226 0.019918 -0.2 0.5 0.3 0.327
O -1.446562 3.049905 -1.251196 -0.4 -0.1 0.0 -0.493
Si -2.128451 3.779322 -2.573776 0.4 0.1 -0.4 0.521
P -1.097923 2.813909 1.899166 0.5 -0.9 0.1 0.400
O -0.599902 4.348548 1.765503 0.0 0.3 -0.2 -0.402
Cl -2.667070 2.845207 3.250172 -0.3 0.1 0.0 0.159
O 0.912132 -2.512000 1.665030 -0.2 0.5 0.0 -0.192
C 1.585599 -1.271477 1.392852 0.5 -0.1 0.3 -0.275
C 2.906431 -1.281930 2.144197 -0.4 -0.1 0.2 -0.051
H -3.530561 -1.793951 3.287850 -0.1 0.0 0.2 0.086
H -2.831850 -0.288111 2.747129 0.0 0.2 0.0 0.033
H -2.870620 -0.672397 4.482599 0.1 0.2 0.1 0.079
H -0.579739 -1.149851 3.180975 0.1 0.1 0.0 0.096
H -1.204272 -2.328284 4.303317 0.1 -0.2 0.0 0.121
H -0.343594 -1.618193 -0.933374 0.1 -0.1 -0.1 0.088
H -1.977126 -1.905802 -0.452956 0.0 -0.2 0.0 0.104
H -0.314503 0.468580 0.005518 0.1 0.0 0.1 0.089
H -1.095894 -0.000717 1.472650 0.0 0.0 0.1 0.035
H -3.313789 0.244135 0.474650 -0.1 -0.1 0.1 0.078
H -2.639136 0.294089 -1.133690 0.0 0.1 -0.1 0.089
H -3.620098 3.117579 0.094555 0.0 -0.1 -0.1 -0.010
H -1.765837 3.039442 -3.797555 0.0 -0.1 0.0 -0.066
H -3.599296 3.811198 -2.469869 0.0 0.0 0.1 -0.061
H -1.600961 5.152559 -2.687213 0.0 0.0 0.1 -0.068
H 0.266351 4.353685 2.203263 0.2 0.3 0.3 -0.009
H 0.990700 -0.429356 1.738087 -0.1 0.1 -0.1 0.093
H 1.760397 -1.172079 0.322551 -0.1 0.0 -0.2 0.119
H 3.310162 -2.289897 2.143673 0.2 0.0 -0.2 0.082
H 2.742573 -0.995343 3.180789 0.1 0.0 0.1 0.082
H 3.609288 -0.581839 1.704782 0.1 0.1 -0.1 0.063
O 1.990318 3.535751 2.932535 -0.2 0.1 -0.1 0.089
C 2.730871 3.427840 1.993908 0.1 0.1 0.0 -0.482
O 3.690339 2.485300 1.954177 0.1 -0.1 0.0 0.028
C 4.494758 2.636069 0.767716 0.0 0.0 -0.1 -0.144
C 3.615245 3.403871 -0.213543 -0.1 0.0 0.1 -0.141
C 2.779318 4.267904 0.731033 0.0 -0.3 -0.2 -0.066
H 5.397675 3.186629 1.037167 0.0 0.0 0.0 0.128
H 4.776670 1.646564 0.418162 0.0 0.0 0.1 0.120
H 4.187704 3.966158 -0.947042 0.0 0.0 0.0 0.117
H 2.965463 2.711582 -0.749909 0.0 0.0 0.0 0.118
H 3.268488 5.212795 0.973051 0.0 0.0 0.0 0.137
H 1.775473 4.466601 0.363454 0.0 0.1 0.1 0.115
O -1.620566 -1.563270 -4.654045 -0.1 0.1 0.0 0.116
C -1.122131 -2.585017 -4.283164 0.1 0.0 -0.1 -0.493
O -0.925288 -2.854101 -2.973958 0.1 -0.1 0.0 -0.002
C -0.220729 -4.106313 -2.807042 -0.1 -0.1 -0.1 -0.147
C -0.484679 -4.872516 -4.099117 0.0 0.1 -0.1 -0.147
C -0.608230 -3.741317 -5.121896 -0.1 -0.2 0.3 -0.075
H 0.838961 -3.882695 -2.664513 0.0 0.0 0.0 0.129
H -0.595402 -4.590715 -1.911262 0.0 0.1 0.1 0.102
H 0.291992 -5.599211 -4.326092 0.0 0.0 0.0 0.114
H -1.433399 -5.404397 -4.022389 0.0 0.0 0.0 0.118
H 0.358079 -3.453081 -5.538870 0.0 0.0 0.0 0.129
H -1.298466 -3.954071 -5.932826 0.0 0.1 -0.1 0.123

=====

In order of appearance, M = 476.329, 565.859, 510.993 g mol⁻¹.
In order of appearance, gap between HOMO and LUMO = 7.009, 7.518, 8.738 eV.